Formula: C6H10OS2
Source: the OMol25 dataset
Level of theory: ωB97M-V/def2-TZVPD

Structure (XYZ):
```
19
Properties=species:S:1:pos:R:3:forces:R:3:mulliken_charge:R:1
C -0.6916 0.3395 0.5489 2.1 -0.3 2.8 0.61
C -1.1241 -0.1583 -0.6837 0.6 -1.0 -2.5 -0.33
C 0.8527 -0.0270 1.0336 0.7 -1.2 -1.7 -0.45
C 2.0511 -0.9127 -0.8796 1.9 0.8 0.5 -0.44
C -0.7826 1.8303 0.6200 1.8 2.9 -0.8 -1.39
C -1.3612 -1.6110 -0.7743 0.8 0.1 0.6 -1.10
O 1.8981 1.8888 -0.6453 0.5 0.5 -0.5 -0.58
S 1.5102 -1.6493 0.5586 -0.6 -0.6 0.3 -0.14
S 2.3339 0.6841 0.0545 -1.4 -1.0 -0.1 0.35
H -1.0953 -0.3151 1.3700 -0.7 1.1 -0.4 0.20
H -1.1653 0.5121 -1.5356 0.0 -0.1 0.0 0.38
H 0.9402 -0.0751 2.0952 -0.1 1.0 0.9 0.64
H 2.9826 -1.3912 -1.3029 -1.2 0.6 -0.1 0.37
H -0.3312 2.3391 1.5113 -0.4 -0.9 -0.3 0.35
H -1.8092 2.2203 0.5388 0.4 -0.2 -0.2 0.35
H -0.0312 2.2708 -0.2385 -2.5 -1.1 1.9 0.31
H -1.8874 -1.9481 -1.6288 -1.2 0.0 -0.6 0.36
H -1.8437 -1.7399 0.1954 -0.4 -1.3 -0.3 0.31
H -0.4462 -2.2574 -0.8377 -0.4 0.7 0.5 0.22
```
Forces are in eV/Å.

Values from the calculation:
HOMO (alpha / beta) = -8.001 / -7.730 eV
DFT total energy = -1106.01902 Eh
Kohn-Sham gap (alpha / beta) = 7.967 / 6.792 eV
LUMO level (alpha / beta) = -0.034 / -0.938 eV

=====

Formula: C6H10S
Source: the OMol25 dataset
Level of theory: ωB97M-V/def2-TZVPD

Structure (XYZ):
```
17
Properties=species:S:1:pos:R:3:forces:R:3:mulliken_charge:R:1
C -0.6745 1.6041 -0.7520 1.7 -1.6 2.4 0.63
C -1.3841 2.6266 -1.2030 0.0 0.0 0.0 -0.87
C -0.1442 1.5049 0.7136 -0.1 0.4 0.6 -0.47
C 1.1242 -0.6036 0.6996 0.0 -0.1 -0.1 -0.49
C 0.1276 -1.0038 -0.3883 0.0 0.3 -0.2 -0.64
C 0.6403 0.6184 1.4229 -1.7 1.2 -3.1 -0.39
S -0.1090 0.2360 -1.7209 0.0 -0.1 0.0 -0.15
H -1.7117 2.6659 -2.2269 -0.1 0.0 -0.2 0.27
H -1.6480 3.4525 -0.5626 0.1 0.1 0.1 0.26
H 0.0869 -4.3338 -0.3685 0.4 -1.1 0.4 -0.21
H -0.4855 2.3731 1.2711 0.0 0.0 0.1 0.25
H 1.2509 -1.4457 1.3862 0.0 0.0 0.0 0.31
H 2.1013 -0.3978 0.2427 -0.1 -0.1 0.1 0.26
H 0.4632 -1.8968 -0.9146 0.0 0.0 0.0 0.26
H -0.8550 -1.1871 0.0480 0.1 -0.1 0.0 0.38
H 0.9001 0.8123 2.4457 0.0 0.1 0.2 0.38
H 0.3176 -5.0252 -0.0930 -0.4 1.1 -0.4 0.21
```
Forces are in eV/Å.

Values from the calculation:
HOMO = -8.320 eV
DFT total energy = -632.72212 Eh
Kohn-Sham gap = 9.253 eV
LUMO level = 0.932 eV